Formula: C15H30N2O6
Source: the Open Molecules 2025 dataset
Level of theory: ωB97M-V with the def2-TZVPD basis set

## Properties
**LUMO**: 0.0268 Eh
**SMILES**: COCCN(CCOC)C(=O)CC(=O)N(CCOC)CCOC
**Spin multiplicity**: 1

```
53
Properties=species:S:1:pos:R:3:forces:R:3
C -1.28154 -3.65075 -1.31996 0.04 -0.08 0.03
O -2.51506 -2.96891 -1.40353 -0.12 0.02 -0.14
C -2.62971 -1.88553 -0.51621 -0.02 0.26 -0.05
C -1.71244 -0.70934 -0.90626 -0.01 -0.73 0.10
N -2.06708 0.52794 -0.24994 -0.12 0.12 -0.13
C -2.83444 1.48282 -1.02598 0.16 0.51 -0.09
C -1.98272 2.25410 -2.05138 -0.23 -0.22 0.03
O -0.90372 2.97447 -1.51846 0.16 -0.16 0.09
C -1.26378 4.07060 -0.70277 -0.06 0.09 0.13
C -1.74590 0.86336 1.01681 0.01 -0.08 0.18
O -2.06623 1.94259 1.49459 0.03 0.11 0.28
C -1.05524 -0.15882 1.91265 -0.11 -0.01 0.12
C 0.10475 -1.01683 1.43458 -0.13 0.01 0.17
O 0.03050 -2.23512 1.52134 -0.20 -0.21 0.08
N 1.23059 -0.40030 1.01667 0.23 -0.09 -0.14
C 2.39656 -1.22173 0.75733 0.21 -0.26 0.35
C 3.52354 -0.95849 1.77322 -0.10 0.05 -0.20
O 3.09559 -0.95019 3.10979 0.00 0.19 -0.01
C 2.70269 -2.20992 3.60978 -0.07 -0.08 0.02
C 1.36287 1.02478 0.82689 -0.01 0.19 -0.33
C 1.83633 1.37225 -0.59228 0.04 0.00 0.10
O 1.19032 0.52384 -1.51368 -0.12 -0.02 0.34
C 1.41120 0.90275 -2.84705 0.06 0.08 -0.10
H -0.98353 -3.80068 -0.27794 0.02 -0.01 -0.02
H -0.48503 -3.10689 -1.83940 0.03 -0.03 0.02
H -1.43025 -4.61484 -1.80351 0.09 0.00 -0.01
H -3.67594 -1.57099 -0.57165 0.08 0.06 0.08
H -2.40612 -2.21691 0.50555 -0.04 0.07 -0.03
H -1.80547 -0.55765 -1.98372 0.08 0.00 0.04
H -0.67091 -0.95598 -0.70198 -0.08 0.05 -0.24
H -3.28891 2.18298 -0.32197 -0.04 -0.13 -0.16
H -3.62478 0.95360 -1.56494 -0.01 0.02 0.00
H -1.52694 1.55387 -2.75598 -0.11 0.02 -0.05
H -2.65612 2.92819 -2.60547 0.06 -0.09 0.00
H -0.35057 4.64153 -0.54180 -0.04 0.07 0.01
H -1.65820 3.74266 0.26303 0.01 0.05 -0.10
H -2.00297 4.70470 -1.20589 0.02 0.04 -0.02
H -0.71727 0.39402 2.79468 -0.10 0.01 -0.15
H -1.82938 -0.85513 2.24809 0.16 0.03 -0.03
H 2.76977 -1.04202 -0.25251 0.00 -0.01 -0.02
H 2.06644 -2.26036 0.82595 0.10 0.18 -0.10
H 4.30805 -1.71602 1.61971 -0.03 0.11 -0.03
H 3.95993 0.03080 1.61093 0.05 -0.09 -0.05
H 2.51972 -2.06721 4.67290 0.00 -0.09 0.01
H 1.78887 -2.57597 3.13300 0.04 -0.01 0.01
H 3.50074 -2.94968 3.47379 0.01 -0.01 0.03
H 0.39817 1.49798 0.98663 0.15 0.06 0.08
H 2.07382 1.43566 1.55213 -0.08 0.07 -0.03
H 1.58096 2.41935 -0.80169 0.06 -0.06 0.05
H 2.92934 1.25977 -0.68568 -0.10 0.01 0.00
H 1.02093 1.90869 -3.03600 -0.01 -0.01 -0.02
H 2.48091 0.88419 -3.09361 -0.03 -0.01 -0.02
H 0.88766 0.17877 -3.46878 0.02 0.03 -0.08
```
Forces are in eV/Å.

From a Löwdin analysis of the wavefunction, the atomic charges in e read: -0.0997 -0.1784 -0.1924 -0.1197 -0.0249 -0.1074 -0.1960 -0.2016 -0.0899 -0.4572 0.0321 0.0199 -0.4627 0.0242 -0.0344 -0.1089 -0.2045 -0.1809 -0.0941 -0.0863 -0.1975 -0.2056 -0.1015 0.0823 0.0869 0.0883 0.1304 0.1128 0.1343 0.1028 0.1227 0.1329 0.1113 0.1271 0.0897 0.0704 0.0919 0.1426 0.1352 0.1241 0.1226 0.1260 0.1175 0.0912 0.0730 0.0915 0.1102 0.1359 0.1216 0.1234 0.0853 0.0919 0.0918

***

Formula: C14H16
Source: the Open Molecules 2025 dataset
Level of theory: ωB97M-V with the def2-TZVPD basis set

## Properties
**Expectation value of S²**: 0.77
**Total charge**: +1
**LUMO (spin up / spin down)**: -0.1336 / -0.2953 Eh
**Spin multiplicity**: 2

```
30
Properties=species:S:1:pos:R:3:forces:R:3
C 4.07744 1.66934 -0.44630 -1.59 1.90 -0.45
C 0.57955 1.32150 -1.82103 0.95 3.83 0.19
C 0.56194 -0.01603 -2.19675 0.29 -0.65 1.51
C 1.73771 2.00009 -1.37565 -0.54 -2.49 -1.46
C 2.83211 1.16560 -1.16928 2.52 0.49 0.99
C 1.79679 -0.71957 -2.17749 -0.51 -0.84 -1.75
C 2.90539 -0.19717 -1.59788 -1.64 0.06 0.32
H -0.24102 2.00942 -2.01502 -0.36 -0.65 0.00
H -0.41049 -0.50258 -2.15831 0.24 -0.21 -0.92
H 1.95465 3.05116 -1.43401 -0.74 0.38 0.61
H 1.88076 -1.62067 -2.78879 -0.26 -0.28 0.87
H 4.14503 1.00293 0.40233 1.14 -0.29 0.05
H 3.88926 2.67773 -0.03824 -0.39 -0.40 0.14
H 3.69508 -0.89057 -1.36044 0.65 0.45 -0.18
H 4.92836 1.95018 -1.08475 0.16 -1.34 0.16
C -2.76548 -2.52432 2.80835 -0.91 -0.23 -0.44
C -1.84439 0.70699 0.11797 -0.69 -0.47 0.05
C -2.92187 -0.16283 -0.22984 2.27 0.89 1.03
C -1.10177 0.46701 1.26785 0.68 -0.89 0.57
C -3.08250 -1.23137 0.60179 -2.09 -0.25 1.20
C -1.29845 -0.65661 2.12254 -0.56 2.61 -1.43
C -2.42386 -1.40549 1.86605 0.61 -1.57 -1.09
H -1.70309 1.59656 -0.46086 0.07 0.45 0.02
H -3.54768 0.13669 -1.04318 -0.39 -0.46 -0.39
H -0.32279 1.13040 1.61969 0.06 0.34 -0.48
H -3.99473 -1.81820 0.46933 0.39 -0.23 -0.12
H -0.65211 -0.63004 2.98536 -0.28 -0.76 0.35
H -2.02289 -2.45791 3.58745 -0.26 -0.50 0.60
H -2.84600 -3.53674 2.39100 0.96 0.21 -0.46
H -3.80496 -2.51551 3.15812 0.20 0.89 0.50
```
Forces are in eV/Å.

From a Löwdin analysis of the wavefunction, the atomic charges in e read: -0.0110 -0.0331 0.0382 0.0157 -0.1923 -0.0247 0.0167 0.1215 0.1288 0.1310 0.1323 0.0992 0.0894 0.1375 0.1122 -0.0381 -0.0931 -0.0598 -0.0611 -0.0298 -0.0298 -0.2402 0.0800 0.1072 0.1034 0.1227 0.1149 0.0746 0.0940 0.0941

***

Formula: C8H9ClN2O3
Source: the Open Molecules 2025 dataset
Level of theory: ωB97M-V with the def2-TZVPD basis set

## Properties
**LUMO**: -0.0228 Eh
**SMILES**: [H]/N=C(\C)O[C@@H]1C=C(Cl)C=C([N+](=O)[O-])C1
**Spin multiplicity**: 1

```
23
Properties=species:S:1:pos:R:3:forces:R:3
H -1.06734 -0.52183 -2.39292 0.35 0.17 2.31
N -0.80817 -0.44747 -1.34642 -0.68 0.80 -1.41
C -1.58119 0.37401 -0.73720 0.29 -2.43 -0.41
C -2.82207 0.97576 -1.31287 3.95 3.02 -0.20
O -1.45055 0.64450 0.58306 -1.80 -0.69 -0.59
C -0.32868 0.37059 1.41293 0.36 2.93 1.27
C 0.56138 1.52560 0.94516 0.46 -1.76 0.68
C 1.56518 1.26514 0.13477 0.41 1.07 0.37
Cl 2.36441 2.63764 -0.56869 0.47 -0.07 -0.25
C 2.04439 -0.04764 -0.14666 -0.52 -0.77 -0.75
C 1.35484 -1.09789 0.29533 -0.89 1.11 1.74
N 1.80357 -2.42024 -0.06653 -0.34 1.36 1.31
O 1.35824 -3.33697 0.59043 -0.05 -0.82 -0.27
O 2.65580 -2.44141 -0.90032 1.03 -1.38 -1.40
C 0.31878 -0.97825 1.46555 2.81 -2.42 -1.22
H -2.99946 1.87007 -0.75361 -0.53 0.63 0.24
H -2.54549 1.27215 -2.32005 -0.12 0.18 -0.24
H -3.64780 0.42558 -1.38790 -3.12 -2.69 0.19
H -0.73670 0.75072 2.38347 0.39 -1.06 -0.44
H 0.36096 2.52286 1.23703 -0.62 0.68 0.15
H 2.84539 -0.17504 -0.83997 0.37 -0.09 -0.26
H 1.06396 -1.28828 2.32754 -1.88 1.46 -0.86
H -0.30943 -1.87960 1.39788 -0.35 0.75 0.04
```
Forces are in eV/Å.

From a Löwdin analysis of the wavefunction, the atomic charges in e read: 0.1100 0.1711 -0.4512 0.0149 -0.0146 -0.2704 -0.0585 -0.6576 0.6860 -0.0367 -0.1674 -0.3715 0.0840 0.0947 -0.0351 0.0836 0.0910 0.0408 0.1634 0.1046 0.1167 0.1801 0.1219

***

Formula: C6H10S
Source: the Open Molecules 2025 dataset
Level of theory: ωB97M-V with the def2-TZVPD basis set

## Properties
**LUMO (spin up / spin down)**: 0.0109 / 0.0063 Eh
**Spin multiplicity**: 1

```
17
Properties=species:S:1:pos:R:3:forces:R:3
C -0.13342 0.86734 -3.08214 1.14 0.48 -0.14
C -0.05035 -0.13253 -2.42335 -0.14 3.15 -2.00
C -0.61856 1.57750 0.58250 -1.44 -2.69 -1.23
C 1.24428 -0.07631 0.87790 -0.77 2.19 0.58
C -1.31741 -2.60249 0.33731 1.24 2.02 0.13
C -0.23888 0.09424 0.81858 -0.75 0.72 -0.28
S -1.54755 -0.92349 0.80238 1.22 -2.01 -0.72
H 0.11324 1.75030 -3.64522 -0.44 -0.27 0.18
H 0.01393 1.91641 -0.25000 -0.68 0.11 -0.14
H -0.20272 2.00186 1.44689 -0.29 1.52 1.36
H -1.77057 1.59230 0.36188 2.36 0.80 0.65
H 1.73408 0.54325 1.65830 -0.89 -0.05 0.28
H 1.57863 -1.02151 1.09657 0.84 -2.43 -0.24
H 1.65896 0.44926 0.03607 0.46 -0.64 -1.04
H -0.34343 -3.02419 0.00710 -0.56 0.78 0.34
H -0.29401 -0.98733 -1.99223 -0.58 -3.42 1.93
H -1.89508 -3.28422 0.91404 -0.72 -0.27 0.33
```
Forces are in eV/Å.

From a Löwdin analysis of the wavefunction, the atomic charges in e read: 0.0273 0.0121 -0.1398 -0.1044 -0.3831 -0.6926 0.9295 0.0274 0.0599 0.0462 0.1014 0.0969 0.0436 0.0699 -0.0052 -0.0339 -0.0551

***

Formula: C4H4ClNOS
Source: the Open Molecules 2025 dataset
Level of theory: ωB97M-V with the def2-TZVPD basis set

## Properties
**LUMO**: -0.0418 Eh
**Spin multiplicity**: 1

```
12
Properties=species:S:1:pos:R:3:forces:R:3
C 1.30563 0.57777 0.67881 1.06 -2.27 1.36
C 0.82378 -0.74855 0.03252 1.21 -2.25 1.25
C -0.51689 -1.43268 0.20445 -2.02 3.16 -1.77
C -1.52719 -0.38914 0.03238 0.10 0.26 0.36
H -0.24250 2.40324 -1.19314 1.85 -1.69 1.03
H 2.01805 0.32246 1.61911 -1.69 1.30 -2.42
H -0.56664 -2.66251 0.09973 -0.21 3.79 0.30
H -1.46593 0.96227 -0.05598 0.73 -5.14 0.60
N 1.16668 1.72190 0.17044 -1.42 0.19 -0.46
O 0.21212 1.52390 -0.91986 -0.21 2.27 -0.70
S 2.11780 -1.66504 -0.48615 -1.21 0.90 0.14
Cl -3.32492 -0.61361 -0.18232 1.79 -0.51 0.31
```
Forces are in eV/Å.

From a Löwdin analysis of the wavefunction, the atomic charges in e read: -0.2409 -0.7756 -0.1786 -0.4802 0.1451 0.1649 0.1645 0.1718 0.0373 -0.1907 0.7027 0.4797

***

Among the records above, which one has the highest spin multiplicity? C14H16

***

Please write out number 4 again, unchanged.
Formula: C6H10S
Source: the Open Molecules 2025 dataset
Level of theory: ωB97M-V with the def2-TZVPD basis set

## Properties
**LUMO (spin up / spin down)**: 0.0109 / 0.0063 Eh
**Spin multiplicity**: 1

```
17
Properties=species:S:1:pos:R:3:forces:R:3
C -0.13342 0.86734 -3.08214 1.14 0.48 -0.14
C -0.05035 -0.13253 -2.42335 -0.14 3.15 -2.00
C -0.61856 1.57750 0.58250 -1.44 -2.69 -1.23
C 1.24428 -0.07631 0.87790 -0.77 2.19 0.58
C -1.31741 -2.60249 0.33731 1.24 2.02 0.13
C -0.23888 0.09424 0.81858 -0.75 0.72 -0.28
S -1.54755 -0.92349 0.80238 1.22 -2.01 -0.72
H 0.11324 1.75030 -3.64522 -0.44 -0.27 0.18
H 0.01393 1.91641 -0.25000 -0.68 0.11 -0.14
H -0.20272 2.00186 1.44689 -0.29 1.52 1.36
H -1.77057 1.59230 0.36188 2.36 0.80 0.65
H 1.73408 0.54325 1.65830 -0.89 -0.05 0.28
H 1.57863 -1.02151 1.09657 0.84 -2.43 -0.24
H 1.65896 0.44926 0.03607 0.46 -0.64 -1.04
H -0.34343 -3.02419 0.00710 -0.56 0.78 0.34
H -0.29401 -0.98733 -1.99223 -0.58 -3.42 1.93
H -1.89508 -3.28422 0.91404 -0.72 -0.27 0.33
```
Forces are in eV/Å.

From a Löwdin analysis of the wavefunction, the atomic charges in e read: 0.0273 0.0121 -0.1398 -0.1044 -0.3831 -0.6926 0.9295 0.0274 0.0599 0.0462 0.1014 0.0969 0.0436 0.0699 -0.0052 -0.0339 -0.0551